i | This record from OMol25 describes 2 unconnected molecules or ions with the total composition CH3O3S. The level of theory is the ωB97M-V functional and the def2-TZVPD basis.

The HOMO energy is -3.57 eV. The LUMO energy is 0.141 hartree. Its charge is -1.

Each line ends with the Löwdin charge.
Element x y z (Å)
1 C 0.2787 -1.5115 0.7461  -0.46
2 O 2.3144 0.2321 0.7138  -0.47
3 O 1.5493 -0.5785 -1.4335  -0.46
4 O -0.9486 -1.3847 0.1086  -0.30
5 S 1.2115 -0.2091 -0.0561  0.45
6 H 0.3745 -0.7205 2.0942  0.09
7 H -1.4756 -0.5033 0.2584  0.10
8 H 0.3667 1.1030 -0.1945  0.05


ii | This record from OMol25 describes 3 unconnected molecules or ions with the total composition CH3O3S. The level of theory is the ωB97M-V functional and the def2-TZVPD basis.

The HOMO energy is -3.97 eV. The LUMO energy is 0.132 hartree. Its charge is -1.

Each line ends with the Löwdin charge.
Element x y z (Å)
1 C 0.0194 -0.1059 0.3590  -0.81
2 O -0.9115 1.0875 0.8506  -0.65
3 O 1.1074 0.2460 -0.0866  -0.06
4 O -0.5608 -1.0998 0.6238  -0.03
5 S -0.5606 2.6585 0.6337  0.61
6 H 0.3010 -2.7744 -1.2399  0.04
7 H 0.6771 -2.7227 -0.4602  0.04
8 H -0.0720 2.7109 -0.6804  -0.14


ii is favored, and the nearest alternative lies 0.1304 hartree above it.


i | This record from OMol25 describes 2 unconnected molecules or ions with the total composition C5H17N2O. The level of theory is the ωB97M-V functional and the def2-TZVPD basis.

The HOMO energy (spin up / spin down) is -18.52 / -18.52 eV. Its spin multiplicity is 2. The LUMO energy (spin up / spin down) is -0.268 / -0.486 hartree. Its charge is +2.

Each line ends with the Löwdin charge.
Element x y z (Å)
1 N 0.9579 2.1869 -1.8963  0.35
2 C 0.3368 0.9516 -2.4618  -0.09
3 C 0.7833 -0.2161 -1.5637  -0.02
4 N 0.0956 0.0635 -0.1324  0.06
5 C 0.9933 0.0002 2.2346  -0.02
6 C 0.5676 -0.8926 1.0272  -0.31
7 C -0.5344 -1.8722 1.3778  -0.06
8 H 0.4345 2.9996 -1.5398  0.19
9 H 0.2814 1.0616 0.0165  0.13
10 H 1.7487 2.5161 -2.4511  0.17
11 H 0.7387 0.7293 -3.4992  0.19
12 H -0.7585 1.1177 -2.4242  0.16
13 H 1.8417 -0.0577 -1.3465  0.13
14 H 0.5336 -1.3019 -1.6959  0.17
15 H -0.9536 0.0272 -0.2050  0.12
16 H 1.8204 -0.5408 2.7103  0.10
17 H 0.3663 -0.0149 3.1274  0.10
18 H 1.3442 0.9813 1.9234  0.08
19 H 1.4386 -1.4026 0.6510  0.14
20 H -1.5642 -1.5089 1.6376  0.09
21 H -0.8883 -2.4433 0.5043  0.09
22 H -0.2344 -2.5759 2.1666  0.11
23 H -3.1951 0.5247 1.2556  0.09
24 H -3.4048 -0.4551 0.0855  0.08
25 O -2.7496 0.1223 0.4981  -0.05


ii | This record from OMol25 describes 2 unconnected molecules or ions with the total composition C5H17N2O. The level of theory is the ωB97M-V functional and the def2-TZVPD basis.

The HOMO energy (spin up / spin down) is -18.21 / -18.21 eV. Its spin multiplicity is 2. The LUMO energy (spin up / spin down) is -0.251 / -0.435 hartree. Its charge is +2.

Each line ends with the Löwdin charge.
Element x y z (Å)
1 C -0.2509 -0.5995 1.6406  -0.07
2 N 0.1656 -1.9441 1.2563  0.14
3 C -0.6312 -2.6068 0.2261  0.02
4 C 0.0118 0.5323 0.4301  -0.26
5 N -0.2841 1.8767 1.0882  0.19
6 C 1.5677 1.6984 -1.2851  -0.10
7 C 1.4020 0.5948 -0.2158  -0.21
8 H -1.2996 -0.5607 1.9577  0.15
9 H 0.4033 -0.3256 2.5560  0.17
10 H 0.3751 -2.4982 2.1182  0.20
11 H -1.6388 -2.8506 0.6016  0.15
12 H -0.0989 -3.4805 -0.2062  0.14
13 H -0.6870 -1.9440 -0.6589  0.10
14 H -0.9404 0.4800 -0.3221  0.17
15 H 0.5146 2.0648 1.7957  0.22
16 H -1.1037 1.9053 1.7011  0.17
17 H -0.3716 2.6412 0.4029  0.17
18 H 1.4693 2.7219 -0.8352  0.08
19 H 0.7713 1.7991 -2.1000  0.09
20 H 2.4029 1.5252 -2.1166  0.15
21 H 1.5897 -0.4308 -0.6144  0.13
22 H 2.1224 0.7842 0.5964  0.13
23 H -1.1351 -0.1829 -3.3542  0.06
24 H -2.2102 0.6262 -2.6869  0.03
25 O -1.4913 0.0602 -2.5028  -0.03


ii is favored, and the nearest alternative lies 0.0070 hartree above it.


i | This record from OMol25 describes a single C5H5BrFN molecule. The level of theory is the ωB97M-V functional and the def2-TZVPD basis.

The HOMO energy is -9.47 eV. The LUMO energy is 0.024 hartree. Its charge is 0. The SMILES is F/C=N/C=C\C=C/Br.

Each line ends with the Löwdin charge.
Element x y z (Å)
1 F 2.2196 -1.3606 1.8666  0.12
2 C 1.6775 -0.7860 0.8692  -0.32
3 N 1.2254 -1.3965 -0.1101  0.12
4 C 0.5109 -0.7285 -1.1880  -0.18
5 C -0.6670 -0.2088 -1.2055  -0.16
6 C -1.4450 0.0594 0.0281  -0.17
7 C -1.1975 1.1055 0.8493  -0.46
8 Br 0.1013 2.5456 0.4161  0.60
9 H 1.6799 0.3535 1.0198  0.10
10 H 1.0412 -0.5770 -2.1781  0.13
11 H -0.9750 0.0965 -2.2090  0.11
12 H -2.2200 -0.5211 0.2578  0.06
13 H -1.9513 1.4178 1.5839  0.05


ii | This record from OMol25 describes 2 unconnected molecules or ions with the total composition C5H5BrFN. The level of theory is the ωB97M-V functional and the def2-TZVPD basis.

The HOMO energy (spin up / spin down) is -10.16 / -7.50 eV. The LUMO energy (spin up / spin down) is -0.049 / -0.128 hartree. Its charge is 0.

Each line ends with the Löwdin charge.
Element x y z (Å)
1 C -1.4951 0.6781 0.3488  0.01
2 C -0.4924 1.6098 -0.0769  -0.07
3 C 1.0093 -0.0141 -0.7646  -0.17
4 C 0.1992 -1.1104 -0.1475  -0.07
5 C -1.2051 -0.6330 0.0973  -0.22
6 N 0.6905 1.2147 -0.6026  0.07
7 F -2.1532 -1.5593 0.4100  0.06
8 Br 3.9716 -0.2495 0.7857  -0.10
9 H -2.4527 1.1110 0.7180  0.13
10 H -0.6993 2.5970 0.0543  0.08
11 H 1.8953 -0.3541 -1.1206  0.02
12 H 0.1872 -2.1018 -0.5877  0.13
13 H 0.5448 -1.1885 0.8858  0.14


i is favored, and the nearest alternative lies 0.0305 hartree above it.


i | This record from OMol25 describes a single C4H5N3O3 molecule. The level of theory is the ωB97M-V functional and the def2-TZVPD basis.

The HOMO energy is -9.34 eV. The LUMO energy is 0.017 hartree. Its charge is 0. The SMILES is CC(=O)n1[nH]c(=O)[nH]c1=O.

Each line ends with the Löwdin charge.
Element x y z (Å)
1 C -1.6109 -0.7558 -1.5243  0.01
2 C -1.5203 -0.0418 -0.2053  -0.50
3 O -2.4379 0.3723 0.4657  0.07
4 N -0.2329 0.1079 0.2298  0.06
5 N 0.1155 0.7567 1.3974  0.14
6 C 1.4418 0.8232 1.6151  -0.51
7 O 2.0415 1.2875 2.5420  0.10
8 N 2.0480 0.2004 0.4888  0.21
9 C 1.2309 -0.3068 -0.4312  -0.35
10 O 1.3381 -0.8868 -1.4523  0.14
11 H -2.6447 -0.8482 -1.8407  0.09
12 H -1.1672 -1.7434 -1.4155  0.09
13 H -1.0398 -0.2164 -2.2740  0.09
14 H -0.6163 1.1090 1.9979  0.17
15 H 3.0542 0.1423 0.4066  0.18


ii | This record from OMol25 describes a single C4H5N3O3 molecule. The level of theory is the ωB97M-V functional and the def2-TZVPD basis.

The HOMO energy is -10.46 eV. The LUMO energy is 0.011 hartree. Its charge is 0. The SMILES is NC1C(=O)NC(=O)NC1=O.

Each line ends with the Löwdin charge.
Element x y z (Å)
1 N -2.2151 0.1188 -0.4339  0.07
2 C -0.8976 0.0395 0.2904  -0.18
3 C -0.0357 1.3689 -0.0446  -0.38
4 O -0.4266 2.4986 -0.1391  0.11
5 N 1.3216 1.0500 -0.0564  0.17
6 C 1.9488 -0.2051 -0.1606  -0.47
7 O 3.1388 -0.2185 -0.0818  0.12
8 N 1.1041 -1.3426 -0.1812  0.20
9 C -0.2334 -1.3337 -0.0533  -0.42
10 O -1.0493 -2.2463 -0.1154  0.09
11 H -2.7561 -0.4284 0.2165  0.07
12 H -2.4602 1.0889 -0.2180  0.07
13 H -0.9718 0.1184 1.4117  0.17
14 H 1.9804 1.8034 -0.3427  0.18
15 H 1.5522 -2.3119 -0.0917  0.21


iii | This record from OMol25 describes a single C4H5N3O3 molecule. The level of theory is the ωB97M-V functional and the def2-TZVPD basis.

The HOMO energy is -9.53 eV. The LUMO energy is -0.034 hartree. Its charge is 0. The SMILES is N[C@@H]1OC=C/C1=N/[N+](=O)[O-].

Each line ends with the Löwdin charge.
Element x y z (Å)
1 N -0.9967 -1.6166 0.0262  0.10
2 C -0.8530 -0.1579 0.2286  -0.26
3 O -1.7937 0.4886 -0.6649  0.02
4 C -1.1373 1.4489 -1.3189  -0.08
5 C 0.1151 1.5860 -0.8951  -0.02
6 C 0.4225 0.5480 -0.0082  -0.20
7 N 1.5336 0.3849 0.6337  0.18
8 N 1.8779 -0.7283 1.3030  -0.44
9 O 2.6271 -0.5685 2.2273  0.10
10 O 1.4899 -1.7823 0.8107  0.02
11 H -0.2780 -2.1354 0.5978  0.09
12 H -0.9785 -1.9692 -0.8474  0.03
13 H -1.2071 -0.0778 1.2379  0.17
14 H -1.6147 2.2034 -2.0041  0.16
15 H 0.7929 2.3762 -1.3266  0.15


ii is favored, and the nearest alternative lies 0.0177 hartree above it.


i | This record from OMol25 describes 2 unconnected molecules or ions with the total composition C3H3IN2O. The level of theory is the ωB97M-V functional and the def2-TZVPD basis.

The HOMO energy is -10.13 eV. The LUMO energy is -0.009 hartree. Its charge is 0. The SMILES is C#[N+][O-].N#CCI.

Each line ends with the Löwdin charge.
Element x y z (Å)
1 C 0.0559 -0.2734 2.0804  0.13
2 N 0.0380 -1.3874 1.7394  -0.23
3 O 0.0397 -2.5027 1.3327  0.04
4 H 0.0650 0.6825 2.4878  0.06
5 N -1.2140 -1.2206 -1.2440  0.17
6 C -0.5812 -0.2781 -1.1472  -0.43
7 C 0.1125 0.9860 -1.0512  -0.65
8 I 1.2246 1.2752 -2.8648  0.78
9 H -0.6166 1.8593 -1.0986  0.07
10 H 0.8761 0.8593 -0.2345  0.05


ii | This record from OMol25 describes 2 unconnected molecules or ions with the total composition C3H3IN2O. The level of theory is the ωB97M-V functional and the def2-TZVPD basis.

The HOMO energy (spin up / spin down) is -8.66 / -8.66 eV. The LUMO energy (spin up / spin down) is -0.052 / -0.052 hartree. Its charge is 0.

Each line ends with the Löwdin charge.
Element x y z (Å)
1 C 0.5126 -0.3783 0.2401  -0.16
2 C -1.6685 -0.4507 0.3340  -0.70
3 C 1.0349 0.9672 -0.0272  -0.12
4 N 0.4933 -1.5400 -0.1556  -0.20
5 N 0.7256 -2.6463 -0.2738  0.22
6 O -2.2339 -1.4893 0.3219  -0.02
7 I -2.6129 1.4335 -0.0519  0.79
8 H 1.9835 1.3017 0.5975  0.12
9 H 1.3763 1.0325 -1.0771  0.08
10 H 0.3893 1.7697 0.0921  -0.01


i is favored, and the nearest alternative lies 0.0303 hartree above it.


i | This record from OMol25 describes a single C4H4O2S2 molecule. The level of theory is the ωB97M-V functional and the def2-TZVPD basis.

The HOMO energy is -9.10 eV. The LUMO energy is -0.023 hartree. Its charge is 0. The SMILES is O=C1S[C@@H](C=S)[C@H]1O.

Each line ends with the Löwdin charge.
Element x y z (Å)
1 O 1.4940 -0.8098 -2.1777  0.08
2 C 0.9998 -0.1270 -1.3274  -0.64
3 S 0.1998 1.4746 -1.3540  1.02
4 C -0.1757 0.8644 0.3453  -0.56
5 C -1.6174 0.4684 0.4754  -0.71
6 S -2.6394 1.1211 1.5264  0.73
7 C 0.7934 -0.3498 0.1748  -0.37
8 O 0.2262 -1.5601 0.5383  0.03
9 H 0.1193 1.5616 1.1214  0.10
10 H -1.9486 -0.3071 -0.2282  0.07
11 H 1.7576 -0.1187 0.6975  0.17
12 H 0.7911 -2.2176 0.2084  0.08


ii | This record from OMol25 describes a single C4H4O2S2 molecule. The level of theory is the ωB97M-V functional and the def2-TZVPD basis.

The HOMO energy is -9.27 eV. The LUMO energy is -0.030 hartree. Its charge is 0. The SMILES is O=CS[C@@H](C=O)C=S.

Each line ends with the Löwdin charge.
Element x y z (Å)
1 O 2.3263 -1.2519 0.7725  -0.02
2 C 2.4431 -0.5005 -0.1479  -0.60
3 S 1.2236 0.6342 -0.7020  1.03
4 C -0.0622 0.2287 0.5241  -0.60
5 C -1.0163 1.4106 0.6701  -0.32
6 O -0.9105 2.4432 0.0646  0.04
7 C -0.7484 -1.0524 0.1590  -0.68
8 S -2.2791 -1.1961 -0.3156  0.75
9 H 3.3424 -0.4560 -0.7729  0.08
10 H 0.4350 0.0639 1.4814  0.12
11 H -1.8276 1.2632 1.3941  0.12
12 H -0.0848 -1.9280 0.2494  0.06


iii | This record from OMol25 describes a single C4H4O2S2 molecule. The level of theory is the ωB97M-V functional and the def2-TZVPD basis.

The HOMO energy is -9.53 eV. The LUMO energy is 0.000 hartree. Its charge is 0. The SMILES is O=CS/C=C\SC=O.

Each line ends with the Löwdin charge.
Element x y z (Å)
1 O -2.6162 -1.9020 0.6358  -0.02
2 C -1.9173 -0.9115 0.6142  -0.61
3 S -1.5395 -0.1931 -0.9285  0.95
4 C -0.4921 1.1900 -0.4028  -0.46
5 C 0.5501 1.1550 0.4478  -0.53
6 S 1.3816 -0.2800 0.9375  0.95
7 C 1.9338 -0.8448 -0.6523  -0.55
8 O 2.5664 -1.8874 -0.7341  -0.03
9 H -1.5378 -0.3808 1.4692  0.07
10 H -0.8635 2.1431 -0.7513  0.06
11 H 0.9174 2.1237 0.8517  0.08
12 H 1.6173 -0.2124 -1.4871  0.09


i is favored, and the nearest alternative lies 0.0057 hartree above it.